Formula: C21H58FN3O10
Source: OMol25
Level of theory: ωB97M-V/def2-TZVPD

ORCA input file:
```
! wB97M-V def2-TZVPD RIJCOSX def2/J DEFGRID3
* xyz 0 1
H -2.730 -0.364 0.810
N -2.576 0.391 0.137
C -2.095 -0.049 -0.957
C -1.818 0.906 -2.091
O -0.526 0.643 -2.673
C 0.561 0.816 -1.897
O 1.406 -0.035 -1.781
N 0.652 2.141 -1.324
F 1.021 2.930 -2.446
C 1.687 2.296 -0.308
C 1.162 2.384 1.145
N -0.168 2.926 1.380
H -1.870 -1.108 -1.134
H -1.903 1.939 -1.755
H -2.538 0.724 -2.895
H 2.437 1.506 -0.395
H 2.192 3.238 -0.543
H 1.872 3.028 1.675
H 1.220 1.394 1.611
H -0.888 2.346 0.963
H -0.257 3.844 0.958
C -2.353 0.792 4.299
C -3.611 0.492 3.514
O -3.809 -0.918 3.346
H -1.483 0.359 3.799
H -2.197 1.866 4.399
H -2.429 0.349 5.292
H -3.556 0.910 2.510
H -4.479 0.934 4.015
H -3.850 -1.307 4.225
C -2.033 -1.821 8.880
C -2.498 -0.466 8.382
O -3.274 -0.564 7.190
H -1.448 -2.328 8.113
H -1.420 -1.718 9.776
H -2.888 -2.457 9.126
H -1.646 0.161 8.125
H -3.073 0.050 9.158
H -4.050 -1.097 7.386
C 0.357 7.051 2.792
C 0.602 6.416 4.149
O -0.022 5.146 4.270
H -0.713 7.153 2.610
H 0.820 8.037 2.728
H 0.774 6.429 1.995
H 0.176 7.032 4.940
H 1.678 6.330 4.336
H 0.323 4.570 3.578
C 5.295 -0.907 -3.086
C 4.656 -2.192 -2.603
O 4.124 -2.073 -1.281
H 6.098 -0.603 -2.411
H 5.701 -1.033 -4.087
H 4.558 -0.099 -3.107
H 5.389 -2.997 -2.564
H 3.855 -2.498 -3.284
H 3.455 -1.380 -1.297
C -8.771 0.565 3.142
C -7.839 1.556 3.814
O -7.171 0.996 4.940
H -9.512 0.200 3.854
H -9.291 1.026 2.301
H -8.212 -0.295 2.767
H -8.398 2.408 4.199
H -7.105 1.935 3.094
H -6.653 0.248 4.627
C 3.478 -3.289 -7.160
C 4.368 -2.177 -6.644
O 5.402 -2.665 -5.789
H 3.034 -3.837 -6.329
H 2.677 -2.891 -7.780
H 4.057 -3.999 -7.757
H 3.789 -1.481 -6.042
H 4.806 -1.618 -7.478
H 5.947 -3.281 -6.287
C 0.038 0.557 -8.262
C 0.525 -0.830 -7.891
O 1.359 -0.821 -6.736
H 0.884 1.222 -8.435
H -0.575 0.528 -9.164
H -0.564 0.984 -7.456
H 1.134 -1.246 -8.693
H -0.324 -1.504 -7.733
H 0.842 -0.471 -6.004
C 4.475 -5.712 -0.094
C 4.359 -6.007 -1.578
O 3.145 -5.501 -2.119
H 3.632 -6.148 0.443
H 5.401 -6.119 0.318
H 4.466 -4.634 0.080
H 4.361 -7.082 -1.757
H 5.212 -5.581 -2.118
H 3.152 -4.549 -1.968
*
```

Strongest force on any atom (eV Å⁻¹): 0.9
Structure (SMILES): [H]/N=C/COC(=O)N(F)CCN.CCO.CCO.CCO.CCO.CCO.CCO.CCO.CCO

Mulliken population analysis, charges in e, atoms 1 to 8: 0.2191, -0.4511, -0.0881, -0.4879, -0.2811, 0.4514, -0.5180, 0.2581

Formula: C21H59FN8O6P
Source: OMol25
Level of theory: ωB97M-V/def2-TZVPD

ORCA input file:
```
! wB97M-V def2-TZVPD RIJCOSX def2/J DEFGRID3
* xyz 1 1
N 2.244 -2.517 -3.544
P 1.378 -3.693 -2.831
N 2.264 -4.234 -1.540
F -0.010 -3.255 -2.361
N 1.112 -4.905 -3.930
C 2.149 -5.586 -4.069
O 2.931 -6.410 -4.109
H 2.733 -1.910 -2.893
H 1.707 -1.986 -4.226
H 2.052 -3.715 -0.678
H 2.014 -5.211 -1.395
C 1.897 2.061 -3.295
C 0.549 1.457 -3.674
C -0.653 2.333 -3.302
O -0.978 2.304 -1.927
C -0.210 3.163 -1.096
N 0.435 0.119 -3.069
H 2.099 1.985 -2.227
H 2.704 1.538 -3.811
H 1.951 3.112 -3.578
H 0.541 1.342 -4.761
H -1.534 1.937 -3.816
H -0.523 3.364 -3.652
H 0.059 4.093 -1.602
H 0.690 2.652 -0.746
H -0.813 3.404 -0.222
H -0.421 -0.315 -3.408
H 0.257 0.257 -2.076
C -5.019 2.723 -0.657
C -6.107 3.434 -1.454
C -5.554 4.359 -2.548
O -5.031 5.586 -2.076
C -3.707 5.523 -1.582
N -6.987 4.144 -0.523
H -4.541 3.383 0.066
H -5.446 1.890 -0.096
H -4.246 2.319 -1.315
H -6.700 2.664 -1.957
H -6.381 4.633 -3.208
H -4.811 3.842 -3.171
H -3.101 4.799 -2.136
H -3.697 5.278 -0.517
H -3.263 6.512 -1.698
H -7.774 4.530 -1.037
H -6.486 4.965 -0.193
C 8.193 -1.919 -1.344
C 6.845 -2.528 -1.713
C 5.647 -1.639 -1.346
O 5.311 -1.638 0.025
C 6.088 -0.770 0.837
N 6.744 -3.859 -1.108
H 8.399 -1.989 -0.276
H 8.994 -2.445 -1.859
H 8.244 -0.868 -1.634
H 6.831 -2.650 -2.801
H 4.764 -2.031 -1.858
H 5.783 -0.611 -1.711
H 6.370 0.140 0.303
H 6.981 -1.278 1.206
H 5.483 -0.494 1.700
H 5.897 -4.314 -1.438
H 6.581 -3.734 -0.112
C 0.958 -4.913 3.333
C 0.541 -3.474 3.048
C -0.933 -3.181 3.355
O -1.842 -3.679 2.392
C -2.182 -5.048 2.533
N 0.872 -3.145 1.654
H 0.602 -5.606 2.571
H 2.045 -4.993 3.357
H 0.579 -5.248 4.300
H 1.140 -2.830 3.697
H -1.069 -2.096 3.348
H -1.208 -3.526 4.359
H -2.218 -5.351 3.582
H -1.482 -5.685 1.986
H -3.170 -5.191 2.097
H 0.681 -2.156 1.514
H 0.182 -3.610 1.066
C -4.009 2.015 4.710
C -2.726 2.793 4.984
C -2.124 3.449 3.732
O -1.447 2.554 2.865
C -2.284 1.831 1.981
N -1.767 1.908 5.652
H -3.816 1.053 4.234
H -4.529 1.810 5.645
H -4.687 2.583 4.069
H -2.978 3.601 5.676
H -1.365 4.165 4.057
H -2.880 4.021 3.178
H -3.144 2.422 1.658
H -2.617 0.901 2.447
H -1.695 1.567 1.101
H -0.955 2.450 5.934
H -1.403 1.269 4.952
*
```

Strongest force on any atom (eV Å⁻¹): 1.8

Mulliken population analysis, charges in e, atoms 1 to 8: -0.3224, 0.9594, -0.4312, -0.2304, -0.4083, 0.5827, -0.2192, 0.1981

Formula: C21H59N7O6
Source: OMol25
Level of theory: ωB97M-V/def2-TZVPD

ORCA input file:
```
! wB97M-V def2-TZVPD RIJCOSX def2/J DEFGRID3
* xyz 0 1
C 1.625 1.682 -5.560
O 0.185 1.576 -5.474
C -0.335 2.221 -4.342
C -1.588 3.037 -4.726
C -1.883 4.149 -3.759
N -2.795 2.277 -4.780
H 1.998 1.179 -6.453
H 2.153 1.229 -4.721
H 1.865 2.733 -5.719
H -0.631 1.582 -3.510
H 0.377 2.911 -3.890
H -1.567 3.366 -5.765
H -0.964 4.717 -3.617
H -2.101 3.808 -2.746
H -2.756 4.688 -4.128
H -3.511 2.988 -4.731
H -2.855 2.149 -5.780
C -5.416 -1.422 2.887
O -5.057 -0.804 1.619
C -6.037 -1.137 0.650
C -5.799 -0.283 -0.702
C -7.081 -0.205 -1.529
N -4.821 -0.871 -1.571
H -6.419 -1.202 3.254
H -4.855 -1.076 3.756
H -5.197 -2.486 2.807
H -6.058 -2.222 0.542
H -7.011 -0.886 1.070
H -5.353 0.695 -0.518
H -7.033 0.571 -2.293
H -7.843 0.128 -0.824
H -7.382 -1.163 -1.953
H -4.615 -0.142 -2.239
H -3.923 -0.866 -1.109
C 1.839 -3.216 -1.640
O 1.275 -4.257 -0.902
C 0.372 -5.096 -1.711
C -0.548 -5.866 -0.793
C -0.071 -6.808 0.268
N -1.583 -6.563 -1.589
H 2.530 -2.723 -0.957
H 1.178 -2.492 -2.117
H 2.482 -3.563 -2.449
H -0.186 -4.501 -2.435
H 1.001 -5.794 -2.262
H -1.044 -5.075 -0.231
H 0.394 -7.583 -0.340
H -0.880 -7.230 0.865
H 0.760 -6.433 0.867
H -2.440 -6.525 -1.055
H -1.774 -6.043 -2.433
C 7.159 -4.827 4.780
O 6.429 -3.998 3.825
C 6.081 -2.698 4.329
C 5.162 -1.962 3.345
C 6.009 -1.383 2.174
N 4.434 -0.832 3.992
H 7.563 -5.678 4.233
H 6.452 -5.165 5.538
H 8.002 -4.242 5.146
H 5.759 -2.923 5.345
H 7.026 -2.196 4.540
H 4.428 -2.652 2.928
H 6.979 -0.962 2.437
H 5.363 -0.728 1.589
H 6.206 -2.262 1.559
H 3.623 -1.281 4.392
H 3.931 -0.341 3.267
C -1.016 5.133 2.555
O -0.649 5.120 1.185
C 0.314 6.124 0.851
C 1.731 6.193 1.454
C 2.561 7.392 1.060
N 2.514 5.069 1.143
H -1.260 6.164 2.811
H -0.230 4.688 3.166
H -1.789 4.407 2.805
H 0.444 5.957 -0.219
H -0.085 7.131 0.972
H 1.484 6.124 2.513
H 2.090 8.338 1.328
H 2.772 7.376 -0.009
H 3.463 7.308 1.665
H 2.905 5.089 0.212
H 1.954 4.229 1.130
N -0.752 -1.166 0.922
C -0.595 0.114 0.858
N -1.690 0.744 0.944
O 0.548 0.670 0.762
H -1.726 -1.433 0.927
H -0.043 -1.778 0.545
H -1.611 1.698 0.624
H -2.565 0.281 1.145
*
```

Strongest force on any atom (eV Å⁻¹): 7.4
Energy relative to the best compared isomer or geometry (same formula, charge and spin) (kJ/mol): 442.9
Structure (SMILES): COC[C@H](C)N.COC[C@H](C)N.COC[C@H](C)N.COC[C@H](C)N.COC[C@H](C)N.NC(N)=O

Mulliken population analysis, charges in e, atoms 1 to 8: -0.7427, -0.3971, -0.6915, 0.3973, -1.5259, -0.6546, 0.2597, 0.2828

Number 1: gap between HOMO and LUMO 10.1 eV. Number 2: gap between HOMO and LUMO 7.5 eV. Number 3: gap between HOMO and LUMO 9.1 eV.